# C37H38Cl2CrO2P2

A molecular structure, C37H38Cl2CrO2P2 (ωB97M-V with the def2-TZVPD basis set, OMol25).

ORCA input file:
```
! RIJCOSX wB97M-V def2-TZVPD def2/J DEFGRID3
* xyz 0 5
Cr 1.10841 -0.65988 0.75298
C -2.45091 0.21843 5.25562
C -2.75003 0.14189 3.95007
C -3.38993 1.33624 3.24048
C -2.33462 2.08961 2.39022
C -1.24928 2.77810 3.19120
C -1.09850 2.83504 4.51491
C -2.16189 2.80558 5.57187
C -2.66815 1.47286 6.11572
C 2.86588 -1.65786 1.41846
H -2.16914 -0.67949 5.84189
H -2.92492 -0.80624 3.38080
H -3.83660 2.03931 3.96611
H -4.16702 1.02036 2.51585
H -1.74863 1.34096 1.81425
H -2.83907 2.71931 1.62309
H -0.33630 2.90014 2.58863
H -0.08358 3.01018 4.88754
H -3.05463 3.33513 5.22361
H -1.78280 3.36087 6.44006
H -2.20898 1.22404 7.07427
H -3.72174 1.61907 6.45342
H 2.77042 -2.27246 2.32674
H 3.76536 -1.03136 1.65964
H 3.30055 -2.33773 0.62547
P -0.12872 -1.73914 -2.27313
P 1.40801 0.58732 -2.02132
C -1.07328 -0.24516 -2.63392
C -0.31389 0.88382 -2.53409
C -0.48634 -2.86008 -3.68215
C -1.52243 -2.61663 -4.58653
C -1.89136 -3.61857 -5.48529
C -1.17228 -4.81565 -5.54185
C -0.06370 -5.00756 -4.70691
C 0.29866 -4.02506 -3.78531
C -1.16315 -2.44780 -0.98462
C -0.46664 -2.26710 0.24155
C -1.13672 -2.72001 1.39524
C -2.31999 -3.48423 1.29107
C -2.92321 -3.72600 0.04224
C -2.32029 -3.22437 -1.11805
C 2.20231 0.92638 -3.78753
C 1.97898 -0.02684 -4.79063
C 2.45423 0.17641 -6.08414
C 3.19830 1.31598 -6.40036
C 3.43214 2.25569 -5.40373
C 2.94895 2.07751 -4.10435
C 1.79034 2.17048 -1.20816
C 3.07583 2.26742 -0.63468
C 3.44234 3.42184 0.04482
C 2.55377 4.49788 0.14515
C 1.29191 4.41068 -0.45892
C 0.90739 3.24688 -1.12503
H -2.12220 -0.32761 -2.92291
H -0.62635 1.86363 -2.89938
H -2.03866 -1.65433 -4.58929
H -2.74355 -3.45084 -6.14041
H -1.46914 -5.59563 -6.24538
H 0.51899 -5.92331 -4.76936
H 1.17399 -4.14682 -3.14516
H 0.76518 -2.26959 0.07035
H -0.76128 -2.46657 2.38897
H -2.78177 -3.91045 2.18141
H -3.84822 -4.30349 -0.04315
H -2.71610 -3.47238 -2.12095
H 1.42847 -0.94659 -4.56404
H 2.25238 -0.55965 -6.84886
H 3.58929 1.45800 -7.40475
H 4.00670 3.14927 -5.63318
H 3.15886 2.82997 -3.34233
H 3.77241 1.43380 -0.73517
H 4.43235 3.48595 0.49816
H 2.84143 5.40034 0.68059
H 0.60497 5.25195 -0.41137
H -0.07419 3.20876 -1.59587
Cl 2.97750 1.21969 5.05187
C 1.69302 0.05683 5.43300
Cl 0.57010 0.77217 6.66105
C 0.97355 -0.63940 4.18550
O 0.36470 -1.65589 4.65072
O 1.11270 -0.21855 3.00616
H 2.10977 -0.80550 5.97150
*
```

As for the LUMO energy (alpha / beta): -0.74 / -0.73 eV. Its expectation value of S² is 6.1036. The calculation puts the highest occupied orbital energy (alpha / beta) at -8.12 / -8.34 eV. The value obtained for the gap between HOMO and LUMO (alpha / beta) is 7.4 / 7.6 eV. The calculation puts the total energy at -4230.5199 hartree.